Entry 1:
This record from the OMol25 dataset describes C5H8FNS as an isolated structure at a distorted geometry. The level of theory is the ωB97M-V functional and the def2-TZVPD basis.

Summary:
- E: -748.03051 Eh
- ΔE to the lowest compared entry with this formula, charge and spin: 47.3 kcal/mol
- Max |F|: 0.1169 hartree/bohr

ORCA input file:
```
! wB97M-V def2-TZVPD RIJCOSX def2/J DEFGRID3
* xyz 0 1
C -1.28 -1.61 0.31
C -0.38 -0.76 -0.11
C -2.57 0.36 -0.45
C 1.05 -1.08 0.07
C -0.19 1.67 -0.35
N -0.74 0.42 -0.67
F -2.86 1.29 0.47
S -2.95 -1.24 0.00
H -1.03 -2.60 0.50
H -3.21 0.72 -1.29
H 1.59 -0.30 0.74
H 1.66 -1.31 -0.81
H 1.12 -2.04 0.62
H 0.63 2.00 -0.94
H -0.99 2.51 -0.43
H -0.01 1.64 0.73
*
```

=====

Entry 2:
This record from the OMol25 dataset describes a 8-piece molecular cluster, C24H46F2O6S6 overall at a distorted geometry. The level of theory is the ωB97M-V functional and the def2-TZVPD basis.

Summary:
- E: -3982.11785 Eh
- ΔE to the lowest compared entry with this formula, charge and spin: 19.6 kcal/mol
- Max |F|: 0.0883 hartree/bohr

ORCA input file:
```
! wB97M-V def2-TZVPD RIJCOSX def2/J DEFGRID3
* xyz 0 1
F 3.01 -0.01 5.08
C 2.53 1.19 4.55
C 1.24 1.49 4.75
C 0.80 2.75 4.41
C 1.58 3.54 3.57
C 2.89 3.26 3.32
C 3.40 2.03 3.80
H 0.69 0.69 5.20
H -0.13 3.21 4.67
H 1.21 4.51 3.16
H 3.45 3.78 2.59
H 4.44 1.82 3.59
F -2.09 -5.51 4.60
C -2.29 -5.36 3.25
C -1.54 -6.23 2.45
C -1.68 -6.05 1.10
C -2.64 -5.10 0.62
C -3.30 -4.26 1.41
C -3.10 -4.37 2.77
H -0.99 -7.00 2.99
H -1.12 -6.69 0.50
H -2.77 -5.06 -0.48
H -4.05 -3.61 1.02
H -3.60 -3.71 3.58
C 1.19 2.34 -4.42
S 0.97 0.60 -4.67
O -0.27 0.10 -3.94
C 0.43 0.59 -6.45
H 0.27 2.99 -4.65
H 1.91 2.56 -5.19
H 1.59 2.59 -3.46
H 1.24 1.00 -7.04
H -0.52 1.13 -6.60
H 0.27 -0.45 -6.78
C 2.93 -2.17 -3.64
S 3.96 -0.82 -3.00
O 3.12 -0.06 -2.02
C 5.12 -1.71 -2.03
H 3.63 -2.93 -3.95
H 2.44 -1.72 -4.56
H 2.28 -2.52 -2.80
H 5.79 -2.20 -2.72
H 4.49 -2.45 -1.48
H 5.54 -0.99 -1.30
C -1.86 0.47 -0.96
S -2.58 -1.20 -0.93
O -4.00 -1.07 -0.40
C -2.76 -1.48 -2.71
H -1.49 0.68 0.03
H -2.64 1.12 -1.35
H -0.97 0.46 -1.59
H -3.32 -2.43 -2.68
H -1.80 -1.52 -3.18
H -3.44 -0.72 -3.08
C 1.66 2.43 -0.08
S 2.11 4.17 -0.56
O 2.30 4.22 -2.03
C 0.59 4.93 -0.11
H 1.27 2.53 0.97
H 2.60 1.85 -0.24
H 0.93 2.02 -0.88
H 0.67 6.01 -0.42
H 0.60 4.87 0.98
H -0.39 4.56 -0.50
C -4.15 3.73 3.07
S -3.20 2.59 1.98
O -2.39 3.49 1.05
C -4.55 1.98 1.03
H -5.13 3.33 3.44
H -4.31 4.62 2.48
H -3.49 4.14 3.87
H -5.28 1.55 1.75
H -4.16 1.20 0.30
H -4.89 2.84 0.40
C 1.12 -3.26 1.77
S 2.11 -2.48 0.46
O 1.91 -3.44 -0.68
C 1.07 -0.97 0.29
H 1.55 -4.19 2.00
H 0.05 -3.41 1.52
H 1.21 -2.58 2.58
H 1.52 -0.47 -0.59
H 1.19 -0.36 1.14
H 0.05 -1.38 0.06
*
```

=====

Entry 3:
This record from the OMol25 dataset describes an isolated ion of composition C5H10N4O5P and charge -1 at a distorted geometry. The level of theory is the ωB97M-V functional and the def2-TZVPD basis.

Summary:
- E: -1133.04700 Eh
- Structure (SMILES): COP([O-])(=NCCN=C=N[N+](=O)[O-])OC
- ΔE to the lowest compared entry with this formula, charge and spin: 140.8 kcal/mol
- Max |F|: 0.0835 hartree/bohr

ORCA input file:
```
! wB97M-V def2-TZVPD RIJCOSX def2/J DEFGRID3
* xyz -1 1
C -0.09 3.44 0.25
O -0.20 2.32 -0.52
P 0.26 0.88 0.20
O 0.13 1.01 1.68
N -0.53 -0.31 -0.68
C -1.95 -0.20 -0.52
C -2.45 -1.03 0.73
N -1.38 -2.02 0.91
C -0.25 -1.97 0.48
N 0.81 -2.58 0.28
N 1.63 -3.38 0.91
O 1.47 -3.70 2.06
O 2.57 -3.77 0.26
O 1.77 0.61 -0.28
C 2.08 0.32 -1.62
H 0.91 4.06 0.10
H -0.16 3.20 1.37
H -0.91 4.19 0.02
H -2.40 -0.61 -1.49
H -2.06 0.92 -0.41
H -2.36 -0.48 1.75
H -3.38 -1.61 0.59
H 1.82 1.08 -2.33
H 1.54 -0.52 -1.91
H 3.13 0.14 -1.83
*
```

=====

Entry 4:
This record from the OMol25 dataset describes a 4-piece molecular cluster, C3H13O4 overall at a distorted geometry. The level of theory is the ωB97M-V functional and the def2-TZVPD basis.

Summary:
- E: -423.04649 Eh
- ΔE to the lowest compared entry with this formula, charge and spin: 31.2 kcal/mol
- Max |F|: 0.1018 hartree/bohr

ORCA input file:
```
! wB97M-V def2-TZVPD RIJCOSX def2/J DEFGRID3
* xyz -1 1
C -0.40 -1.20 -0.27
O 0.08 -0.07 -0.88
C -0.75 -0.65 1.22
C -2.24 -0.50 1.20
H 0.47 -1.99 -0.30
H -1.42 -1.59 -0.73
H -0.04 0.15 1.27
H -0.45 -1.43 1.94
H -2.59 0.25 1.92
H -2.64 -1.44 1.37
H -2.60 -0.01 0.32
H 1.25 0.89 -0.03
H 1.17 2.38 0.28
O 1.74 1.72 0.19
H 2.97 0.57 1.23
H 1.85 -0.47 1.07
O 2.65 -0.27 1.61
H -0.81 0.18 -2.15
H -1.18 1.42 -2.85
O -1.43 0.51 -2.95
*
```

=====

no.,HOMO level (eV)
1,-7.62
2,-8.66
3,-5.38
4,-3.98